1.
Molecular formula: C10H12CaN2O3
Method: DFT, the ωB97M-V functional and the def2-TZVPD basis

Structure (XYZ):
```
28
Properties=species:S:1:pos:R:3:forces:R:3
Ca 0.06260 -0.09830 0.27040 -4.20 -0.90 2.48
O 3.01490 1.84680 0.67880 0.19 0.33 0.08
O 1.98240 -0.09990 0.50190 2.64 -0.84 0.49
O 1.11320 -0.28980 -3.39830 0.24 -0.39 -0.37
N 0.47680 0.85920 -1.51010 0.37 0.95 -1.52
N -0.79440 -1.75530 -1.21510 -0.31 -0.93 -0.11
C -1.71620 2.52490 0.46470 -0.22 0.03 -0.03
C 0.34000 -0.02820 -2.48550 -0.60 0.19 -0.57
C -2.29450 1.50180 1.20540 -0.16 0.02 -0.01
C -0.37230 1.47720 2.66030 -0.07 0.04 0.27
C 2.33540 1.05090 0.05360 1.25 1.10 -0.25
C -1.62010 0.97390 2.30250 -0.17 0.02 0.33
C -0.97640 -0.83640 -2.35430 0.16 0.23 -0.78
C 0.19680 2.51180 1.92530 0.07 0.07 0.10
C -0.47630 3.02880 0.82700 0.08 0.19 0.03
C 1.80360 1.42510 -1.34030 0.07 0.16 -0.22
H -1.81820 -0.16800 -2.14280 0.09 -0.10 -0.05
H -1.14930 -1.37840 -3.29530 -0.02 0.21 0.26
H 2.48150 1.02490 -2.10660 0.00 0.12 0.16
H -1.61040 -2.36670 -1.14220 0.35 0.12 0.07
H 0.12750 1.10970 3.54940 0.03 -0.05 -0.12
H 1.78540 2.51730 -1.42140 0.10 -0.16 0.04
H -0.04750 3.85710 0.27720 0.04 -0.12 -0.05
H -2.25710 2.96050 -0.36650 0.09 -0.08 -0.03
H -2.10630 0.23230 2.92910 0.10 -0.03 -0.11
H -0.00020 -2.35630 -1.44830 -0.23 -0.02 0.07
H -3.29490 1.15850 0.96910 0.07 -0.06 -0.06
H 1.15180 2.92540 2.22080 0.03 -0.11 -0.11
```
Forces are in eV/Å.

Gap between HOMO and LUMO (eV): 8.0
Molar mass (g/mol): 248.295
E (Ha): -1401.1754
Net charge: 0
HOMO level (eV): -8.3
ΔE to the lowest compared entry with this formula, charge and spin (eV): 0.6231

These are the natural (NBO) partial charges, in e, on atoms 1 to 8: Ca 1.739; O -0.661; O -0.917; O -0.670; N -0.852; N -0.921; C -0.150; C 0.604

=====

2.
Molecular formula: C7H10NS
Method: DFT, the ωB97M-V functional and the def2-TZVPD basis

Structure (XYZ):
```
19
Properties=species:S:1:pos:R:3:forces:R:3
S -3.53340 0.15669 -0.08814 1.39 -0.70 0.74
N -3.05696 1.72918 -0.02667 3.64 -0.32 0.45
C -0.78234 -0.27914 0.09555 1.09 1.88 0.93
C -2.11898 -0.80568 0.17023 0.42 2.54 -2.06
C 2.08682 0.50820 -0.18169 -0.81 -1.22 -0.20
C -2.30866 -2.23836 -0.01035 -2.36 -1.07 0.94
C -0.29511 1.05820 0.12616 -8.07 -0.71 -0.34
C 1.04723 1.64706 0.05739 -1.23 0.76 1.02
C -1.75478 1.96881 0.10994 1.63 -1.65 -0.33
H 1.07305 2.38838 0.98371 0.66 -2.03 -1.03
H 0.95060 2.49059 -0.65020 0.51 -0.69 -0.58
H 3.02049 0.89246 0.11992 1.24 0.06 0.65
H -1.45202 2.96456 0.17288 -0.22 1.90 0.06
H -3.06602 -2.59145 0.77926 1.32 0.08 -0.96
H 0.03299 -0.95742 0.11707 0.09 -1.33 -0.11
H -1.37069 -2.75223 0.02409 0.30 -0.51 0.20
H 2.26171 0.21358 -1.27507 -0.84 0.54 1.45
H 1.82111 -0.47911 0.42979 0.82 2.39 -1.21
H -2.82439 -2.44241 -0.97108 0.43 0.10 0.39
```
Forces are in eV/Å.

Gap between HOMO and LUMO (eV): 8.6
Molar mass (g/mol): 140.231
E (Ha): -725.2973
Net charge: +1
HOMO level (eV): -14.4
ΔE to the lowest compared entry with this formula, charge and spin (eV): 1.4970

These are the natural (NBO) partial charges, in e, on atoms 1 to 8: S 0.822; N -0.533; C -0.306; C -0.035; C -0.616; C -0.689; C 0.235; C -0.522

=====

3.
Molecular formula: C19H39B3N3O6
Method: DFT, the ωB97M-V functional and the def2-TZVPD basis

Structure (XYZ):
```
70
Properties=species:S:1:pos:R:3:forces:R:3
O -3.25793 -1.61358 -1.14897 0.23 0.40 -0.16
O -1.41390 0.11203 0.72595 0.20 -0.01 0.18
O -3.66875 2.26408 1.58222 0.00 0.07 0.06
O 2.73566 -1.20527 0.68861 -0.30 0.48 -0.59
O 0.92869 -1.22004 2.18897 0.40 -0.04 0.19
O -2.07207 1.38967 -1.09397 0.19 0.28 -0.06
N 1.50438 3.04885 -3.60834 -0.01 0.03 -0.03
N 6.93311 4.91195 -4.92651 0.00 -0.01 0.00
N 0.23800 -3.95461 3.18101 -0.01 -0.07 0.01
C 0.15285 5.19708 -2.99478 -0.06 0.06 0.09
C -1.27536 4.89366 -2.52927 -0.06 -0.06 0.05
C -0.21055 -5.29005 5.37399 0.03 -0.14 0.05
C 0.91312 3.99145 -3.32543 0.00 -0.04 -0.04
C -1.94668 -3.10060 0.39251 -0.11 0.05 0.06
C 6.06432 2.13159 -2.98145 -0.08 -0.01 -0.03
C 4.59703 2.28772 -3.35650 0.11 -0.04 0.02
C 6.76969 3.47373 -2.75336 0.02 -0.08 0.07
C -2.28933 2.54156 1.25488 -0.12 -0.02 -0.05
C -3.82833 1.09030 2.33646 0.05 -0.05 -0.01
C -2.93531 -2.95691 1.58456 -0.07 -0.15 -0.08
C 0.05394 -4.54688 4.14541 -0.05 0.16 0.01
C 6.85136 4.28537 -3.96773 0.01 0.04 -0.03
C -0.63563 -6.73358 5.08248 -0.09 -0.02 -0.01
C -1.23300 0.40059 -1.60968 0.11 0.16 0.07
C -0.98977 -0.61000 -0.43342 -0.02 -0.04 -0.57
C -2.11194 4.19701 -3.58977 -0.02 -0.12 0.04
C -1.94903 -6.80720 4.31332 0.03 -0.02 -0.01
C 0.49369 -1.04057 -0.43627 -0.15 -0.21 0.14
B -2.05463 -1.76989 -0.45043 0.02 -0.07 0.20
B 1.34720 -1.17886 0.88418 -0.03 -0.03 -0.03
B -1.50444 1.54545 0.27047 0.20 -0.07 -0.11
H -0.72793 -7.25676 6.03614 0.00 0.02 0.01
H 4.11810 1.31546 -3.45577 -0.05 0.01 0.00
H -1.73330 5.84081 -2.23482 0.01 0.02 -0.02
H -1.24309 4.26006 -1.64058 0.04 -0.02 0.01
H -3.31574 -2.20935 -1.89326 -0.29 -0.32 -0.03
H -1.64924 -0.05087 -2.51837 -0.18 -0.09 0.12
H -0.99611 -4.76649 5.92254 -0.01 0.02 -0.02
H -4.44281 1.30985 3.21864 -0.04 -0.01 0.01
H -2.86645 0.68719 2.66349 -0.02 0.00 0.02
H 3.16721 -0.65622 1.34038 0.26 -0.22 0.55
H 4.05051 2.83954 -2.59237 -0.03 -0.01 0.00
H -2.28176 -3.93402 -0.23675 0.14 -0.08 0.05
H -0.31696 2.00999 0.17567 -0.21 0.02 0.03
H 0.60677 -1.98343 -0.99466 0.01 0.02 -0.04
H 0.69654 5.74068 -2.22028 0.04 -0.04 0.00
H 0.68828 -5.26138 5.99131 0.02 0.00 -0.02
H 6.24077 4.04985 -1.99152 -0.02 0.02 -0.02
H -2.30497 3.53537 0.79198 -0.04 0.00 0.01
H 0.13988 5.83093 -3.88495 0.00 0.00 -0.02
H 6.59948 1.57311 -3.75242 0.02 0.01 0.00
H 4.47049 2.81602 -4.30182 0.02 0.03 0.00
H -0.93978 -3.32499 0.74576 0.00 0.00 0.01
H -2.75129 -6.30786 4.85956 0.00 0.00 0.00
H 1.06073 -0.30746 -1.01962 0.10 -0.07 -0.02
H -2.18521 4.77014 -4.51853 0.07 0.06 0.03
H 0.15500 -7.23397 4.52075 0.02 0.01 0.01
H -2.24606 -7.84357 4.15321 0.00 0.00 -0.01
H 0.41280 -1.98682 2.45284 -0.38 0.13 -0.13
H -0.26017 0.83927 -1.88289 -0.01 0.04 -0.08
H -2.46504 -3.23896 2.52546 0.05 0.02 0.07
H 7.78796 3.32005 -2.39138 0.01 0.01 -0.01
H -3.31133 -1.93763 1.68934 0.10 0.00 0.06
H -3.11939 4.02369 -3.21448 0.00 -0.04 0.00
H -1.72069 2.65094 2.19349 -0.02 0.00 0.03
H -4.32309 0.30730 1.75073 0.00 0.01 -0.04
H -3.80615 -3.60190 1.44773 0.00 0.04 0.01
H -1.86194 -6.32874 3.33684 0.00 0.02 0.01
H 6.14869 1.55596 -2.05780 0.02 0.01 0.01
H -1.68112 3.22017 -3.81274 -0.05 -0.02 -0.04
```
Forces are in eV/Å.

Gap between HOMO and LUMO (eV): 6.3
Molar mass (g/mol): 437.972
E (Ha): -1437.8078
Net charge: -1
HOMO level (eV): -4.1

These are the natural (NBO) partial charges, in e, on atoms 1 to 8: O -0.937; O -0.728; O -0.574; O -0.931; O -0.945; O -0.734; N -0.356; N -0.354

=====

4.
Molecular formula: C4H5NO
Method: DFT, the ωB97M-V functional and the def2-TZVPD basis

Structure (XYZ):
```
11
Properties=species:S:1:pos:R:3:forces:R:3
O -0.20032 -1.73137 0.16290 -0.31 0.41 0.15
N 2.20712 -1.06451 -0.28577 0.96 0.14 -0.28
C -1.73338 0.07465 0.17152 -0.10 0.03 -0.07
C 2.12989 0.11926 0.08119 -0.17 -0.48 -0.41
C -0.34886 -0.52993 0.02462 -0.27 -0.45 0.17
C 0.74880 0.38891 -0.25580 -0.41 0.76 0.09
H 0.55190 1.32084 -0.79836 -0.01 -0.47 -0.07
H -2.06931 -0.11378 1.19530 0.04 0.05 -0.12
H -1.78938 1.14613 -0.03390 0.08 -0.12 0.02
H -2.41328 -0.46048 -0.49782 0.08 0.09 0.09
H 2.91682 0.85026 0.23611 0.12 0.04 0.43
```
Forces are in eV/Å.

Gap between HOMO and LUMO (spin up / spin down) (eV): 8.6 / 7.9
Molar mass (g/mol): 83.090
E (Ha): -285.2695
Net charge: 0
HOMO level (spin up / spin down) (eV): -9.0 / -9.2
ΔE to the lowest compared entry with this formula, charge and spin (eV): 3.9493

These are the natural (NBO) partial charges, in e, on atoms 1 to 8: O -0.508; N -0.098; C -0.701; C -0.076; C 0.481; C -0.212; H 0.213; H 0.243

=====

5.
Molecular formula: C8H12F6KO4
Method: DFT, the ωB97M-V functional and the def2-TZVPD basis

Structure (XYZ):
```
31
Properties=species:S:1:pos:R:3:forces:R:3
K -0.23337 1.44297 -1.13281 -1.07 -0.64 1.14
F -2.85715 2.21841 3.66176 -0.39 -0.39 0.01
F 0.60466 -3.79382 0.59500 0.77 0.58 -0.60
F -2.23127 4.29217 3.64555 -0.78 0.12 -0.69
F -0.27494 -4.53462 -1.21615 0.00 -0.47 -1.13
F -0.91370 2.87144 4.45809 -0.35 -0.76 -0.22
F -1.44177 -3.96157 0.47403 -1.74 0.27 -0.32
O -0.62220 -1.89213 -2.23612 1.19 -0.88 -3.90
O -1.96204 2.55641 0.93612 1.55 1.54 2.78
O -0.04031 1.87415 1.83624 0.70 1.80 2.14
O -1.29743 -1.08411 -0.37397 2.10 -3.08 0.44
C -1.07797 2.89736 2.02958 -3.69 -1.87 -4.54
C -1.85402 3.01214 3.42909 3.07 0.27 -0.14
C -0.38963 -2.07889 -0.84816 -2.42 4.09 1.08
C 2.15522 1.11002 1.84157 1.44 -0.86 -0.03
C -0.43406 -3.59781 -0.29320 0.73 1.24 1.30
C 1.31040 2.34992 1.97643 -0.39 -1.11 -0.24
C 0.36750 -2.17198 -3.30939 0.22 -1.69 0.64
C -0.12285 -1.75263 -4.73216 -1.11 -0.19 2.00
H 1.39087 -1.86074 -3.09976 -0.01 1.18 0.38
H 1.61143 2.84724 2.89846 -0.70 0.09 0.37
H 1.89499 0.29255 2.51397 -0.77 0.15 -0.08
H 2.23987 0.69083 0.83897 -0.57 -0.01 -0.20
H 3.20742 1.21985 2.10407 0.24 0.79 0.07
H 0.60738 -1.69843 -0.62610 0.89 -0.69 0.11
H 0.56944 -3.24311 -3.30528 -0.41 -0.44 -0.20
H -0.91709 -2.45458 -4.98624 -0.14 0.11 -0.13
H 1.50578 3.05492 1.16840 0.19 0.28 -0.23
H -0.75144 3.92439 1.86622 1.01 0.15 0.31
H 0.56091 -1.73518 -5.58084 0.43 0.13 0.54
H -0.60451 -0.79527 -4.53327 0.01 0.27 -0.65
```
Forces are in eV/Å.

Gap between HOMO and LUMO (eV): 5.8
Molar mass (g/mol): 325.266
E (Ha): -1812.0886
Net charge: -1
HOMO level (eV): -4.1
ΔE to the lowest compared entry with this formula, charge and spin (eV): 1.7639

These are the Mulliken partial charges, in e, on atoms 1 to 8: K 0.882; F -0.230; F -0.330; F -0.299; F -0.284; F -0.320; F -0.269; O -0.174